Entry 1:
A single C21H20N2O2 molecule at a distorted geometry, computed with ωB97M-V/def2-TZVPD.

The HOMO energy is -8.3 eV. The value obtained for the max |F| is 0.16214 hartree/bohr. Its molar mass is 332.40 g/mol. As for the total charge: 0. The gap between HOMO and LUMO comes out at 8.06 eV. The relative energy (zero: lowest compared OMol25 entry of this formula, charge and spin) comes out at 137.1 kcal/mol. The total energy is -1072.0345 a.u. The calculation puts the lowest unoccupied orbital energy at -0.007 Eh. Its SMILES is CCOc1cc(OCC#Cc2ccc3ccncc3c2)ccc1CN.

Positions of all 45 atoms, in Å:
C 1.9090 2.7112 2.8164
C 0.6348 2.1292 3.4665
O -0.5101 2.6489 2.7923
C -1.4822 1.6327 2.6528
C -1.2981 0.6445 1.6386
C -2.3140 -0.3653 1.4953
O -2.2787 -1.4277 0.7062
C -1.0355 -2.1204 0.8075
C -0.1508 -1.8570 -0.3251
C 0.4239 -1.7357 -1.3002
C 1.0515 -1.8198 -2.5787
C 1.1541 -3.1589 -3.1495
C 1.7923 -3.4178 -4.3555
C 2.3158 -2.2928 -4.9845
C 2.7691 -2.5842 -6.2206
C 3.4083 -1.6437 -6.9966
N 3.6416 -0.4540 -6.5062
C 3.1680 -0.1307 -5.3096
C 2.4425 -0.9593 -4.4477
C 1.6972 -0.7146 -3.2159
C -3.4031 -0.2987 2.3386
C -3.5808 0.7743 3.1705
C -2.7111 1.8317 3.2773
C -3.1040 3.0606 4.0123
N -2.8164 2.9279 5.3828
H 2.1848 2.2010 1.8674
H 1.7914 3.8590 2.7243
H 2.7145 2.3697 3.5375
H 0.7487 1.0601 3.3447
H 0.4332 2.4502 4.4485
H -0.4066 0.7103 0.9971
H -0.5530 -1.9084 1.8214
H -1.2623 -3.2291 0.9377
H 0.7978 -4.0415 -2.5731
H 1.7431 -4.4249 -4.8081
H 2.6079 -3.5901 -6.4982
H 3.7772 -1.9444 -7.8896
H 3.0213 0.9316 -5.1004
H 1.5883 0.2849 -2.8002
H -4.2369 -1.0456 2.2410
H -4.5613 0.7748 3.5938
H -4.1698 3.2714 3.8554
H -2.4935 3.8730 3.6640
H -1.9136 2.5855 5.6163
H -3.5345 2.4319 5.8538

Forces on atoms 1 to 6 (eV/Å):
C 0.2001 0.4779 1.3478
C 0.9007 0.7890 -2.2366
O -1.0466 -1.6140 -0.8460
C 0.1036 1.0611 -1.9427
C -0.8385 -0.4625 0.7709
C 0.8687 2.4287 1.8991

Entry 2:
A single C21H20N2O4S2 molecule at a distorted geometry, computed with ωB97M-V/def2-TZVPD.

The HOMO energy is -8.6 eV. The value obtained for the max |F| is 0.05739 hartree/bohr. Its molar mass is 428.54 g/mol. As for the total charge: 0. The gap between HOMO and LUMO comes out at 9.08 eV. The relative energy (zero: lowest compared OMol25 entry of this formula, charge and spin) comes out at 0.0 kcal/mol. The total energy is -2019.0682 a.u. The calculation puts the lowest unoccupied orbital energy at 0.016 Eh. Its SMILES is O=C1OCc2ccccc2N1C1CCN(S(=O)(=O)c2csc3ccccc23)CC1.

Positions of all 49 atoms, in Å:
O -1.4297 1.4052 1.9145
C -2.4479 0.7688 1.6483
O -3.6860 1.1344 2.0819
C -4.8111 0.7767 1.2874
C -4.7254 -0.7450 1.0288
C -5.8859 -1.5647 1.1592
C -5.7789 -2.9585 1.0271
C -4.5142 -3.5167 0.9075
C -3.3501 -2.7211 0.7723
C -3.4622 -1.2926 0.8230
N -2.3500 -0.3908 0.8497
C -1.2272 -0.6035 -0.0902
C 0.1263 -0.8015 0.6326
C 1.1717 -1.1187 -0.4185
N 1.2818 -0.0411 -1.3866
S 2.6423 -0.2859 -2.4387
O 2.5246 0.5039 -3.6789
O 2.7960 -1.6716 -2.8060
C 4.1322 0.3235 -1.5318
C 5.3560 -0.2248 -1.8512
S 6.6573 0.4870 -0.9460
C 5.4981 1.5437 -0.1320
C 5.8838 2.5068 0.8389
C 4.9051 3.3244 1.4042
C 3.5593 3.1381 1.0458
C 3.2002 2.1554 0.1073
C 4.1875 1.3556 -0.5119
C 0.0314 0.2626 -2.1017
C -1.0788 0.5783 -1.0822
H -4.7756 1.3552 0.3407
H -5.7695 1.0735 1.7488
H -6.8250 -1.1051 1.3874
H -6.6331 -3.6201 1.1255
H -4.4209 -4.5946 0.8085
H -2.4421 -3.2464 0.6077
H -1.4071 -1.4884 -0.6508
H 0.0303 -1.6252 1.3689
H 0.3881 0.1029 1.1224
H 2.1430 -1.2218 0.0824
H 0.9277 -2.0607 -0.9158
H 5.5581 -0.9809 -2.6172
H 6.9629 2.6408 1.1365
H 5.1442 4.0678 2.1611
H 2.7284 3.6964 1.4427
H 2.1618 2.0027 -0.0780
H 0.1393 1.0962 -2.7848
H -0.2481 -0.6410 -2.7000
H -0.8339 1.5157 -0.5585
H -2.0346 0.7054 -1.5804

Forces on atoms 1 to 6 (eV/Å):
O -2.1494 -0.6404 -0.0762
C 1.9149 0.1034 -0.7951
O 0.7361 0.2476 0.4340
C 0.0898 -1.2283 -1.4429
C -1.7385 0.1762 0.6223
C 1.7368 -0.3158 -0.4259